# C3H3Br9

A structure of composition C3H3Br9 at a distorted geometry (the ωB97M-V functional and the def2-TZVPD basis, the OMol25 dataset).

Its relative energy (zero: lowest compared OMol25 entry of this formula, charge and spin) is 0.257 eV. The frontier orbital gap comes out at 9.94 eV. For the HOMO energy, the calculation gives -0.3805 Ha.

```
! RIJCOSX wB97M-V def2-TZVPD def2/J DEFGRID3
* xyz 0 1
C 13.10 8.42 -13.30
Br 11.96 9.96 -13.72
Br 12.50 7.49 -11.69
Br 14.94 9.03 -13.14
H 13.02 7.78 -14.17
C 13.97 0.50 -9.78
Br 13.86 2.39 -9.28
Br 13.99 -0.57 -8.15
Br 15.54 0.21 -10.92
H 13.05 0.26 -10.29
C 13.41 3.46 -13.10
Br 12.60 4.85 -14.22
Br 15.31 3.24 -13.54
Br 12.47 1.77 -13.44
H 13.32 3.76 -12.07
*
```


# C64H110BF6N20O8P

A cluster of 12 separate species, C64H110BF6N20O8P in total at a distorted geometry (the ωB97M-V functional and the def2-TZVPD basis, the OMol25 dataset).

The frontier orbital gap comes out at 8.95 eV. For the HOMO energy, the calculation gives -0.8256 Ha.

```
! RIJCOSX wB97M-V def2-TZVPD def2/J DEFGRID3
* xyz 8 1
O 4.25 -0.89 -0.93
C 3.10 -0.60 -1.11
O 2.41 0.37 -0.54
B 0.94 0.11 -0.70
O 0.91 -0.99 -1.67
C 2.12 -1.43 -1.96
O 2.43 -2.27 -2.76
O 0.12 1.25 -1.16
C -0.88 1.48 -0.33
O -1.68 2.37 -0.47
C -0.75 0.45 0.83
O 0.38 -0.21 0.63
O -1.44 0.37 1.81
C 0.76 -4.26 -8.34
C 0.78 -5.46 -7.43
N 0.04 -5.26 -6.17
C 0.38 -4.43 -5.13
C -0.52 -4.66 -4.13
N -1.45 -5.54 -4.64
C -1.10 -5.86 -5.87
C -2.59 -6.09 -3.91
H 1.14 -3.35 -7.87
H -0.25 -4.09 -8.71
H 1.43 -4.42 -9.18
H 1.80 -5.73 -7.15
H 0.41 -6.36 -7.93
H 1.34 -3.94 -5.12
H -0.49 -4.32 -3.10
H -1.62 -6.50 -6.57
H -3.35 -6.46 -4.60
H -3.06 -5.27 -3.37
H -2.28 -6.83 -3.18
C 6.06 2.45 -2.66
C 5.87 1.44 -3.79
N 6.53 0.17 -3.57
C 7.90 -0.02 -3.46
C 8.10 -1.34 -3.32
N 6.85 -1.96 -3.32
C 5.94 -1.01 -3.51
C 6.54 -3.31 -2.85
H 5.63 2.11 -1.71
H 5.54 3.37 -2.90
H 7.11 2.58 -2.39
H 6.27 1.95 -4.68
H 4.81 1.33 -3.98
H 8.66 0.72 -3.63
H 9.00 -1.91 -3.22
H 4.88 -1.16 -3.51
H 5.51 -3.32 -2.52
H 7.19 -3.61 -2.03
H 6.67 -4.02 -3.67
C 1.79 -4.75 1.71
C 3.18 -4.65 2.34
N 3.41 -3.39 3.06
C 4.19 -3.24 4.19
C 4.24 -1.92 4.46
N 3.47 -1.29 3.52
C 3.05 -2.19 2.62
C 3.08 0.12 3.60
H 1.05 -4.82 2.51
H 1.79 -5.61 1.05
H 1.48 -3.89 1.12
H 3.99 -4.78 1.63
H 3.23 -5.50 3.02
H 4.65 -4.12 4.61
H 4.77 -1.42 5.26
H 2.43 -1.89 1.79
H 3.29 0.62 2.66
H 3.69 0.59 4.37
H 2.06 0.22 3.95
C -2.20 -0.74 -7.65
C -2.36 -0.33 -6.20
N -1.52 0.87 -5.90
C -1.94 2.18 -5.88
C -1.06 2.88 -5.13
N -0.04 2.01 -4.81
C -0.40 0.79 -5.19
C 1.30 2.38 -4.31
H -3.03 -1.35 -7.98
H -1.32 -1.38 -7.74
H -1.93 0.10 -8.29
H -2.08 -1.12 -5.49
H -3.35 -0.05 -5.82
H -2.85 2.52 -6.35
H -1.12 3.90 -4.82
H 0.10 -0.13 -4.95
H 2.03 2.26 -5.11
H 1.53 1.65 -3.54
H 1.28 3.39 -3.93
C 6.74 -0.76 1.98
C 7.45 -2.10 1.71
N 8.50 -2.03 0.68
C 9.17 -3.13 0.21
C 10.20 -2.71 -0.56
N 10.16 -1.34 -0.52
C 9.14 -0.94 0.22
C 11.17 -0.51 -1.19
H 6.50 -0.19 1.07
H 7.37 -0.09 2.57
H 5.86 -1.11 2.52
H 6.66 -2.75 1.35
H 7.93 -2.41 2.63
H 8.96 -4.13 0.56
H 10.85 -3.27 -1.21
H 8.87 0.10 0.32
H 11.87 -0.15 -0.43
H 10.76 0.43 -1.56
H 11.69 -1.08 -1.94
C -6.26 0.18 -6.11
C -7.12 0.06 -4.85
N -6.30 -0.48 -3.74
C -5.69 -1.70 -3.65
C -5.04 -1.79 -2.46
N -5.12 -0.53 -1.92
C -5.91 0.22 -2.68
C -4.45 -0.03 -0.71
H -5.56 1.02 -5.97
H -6.87 0.54 -6.94
H -5.72 -0.72 -6.37
H -7.94 -0.63 -4.98
H -7.49 1.05 -4.60
H -5.81 -2.49 -4.38
H -4.51 -2.61 -2.01
H -6.10 1.26 -2.46
H -5.24 0.20 0.00
H -3.82 0.81 -0.98
H -3.83 -0.84 -0.32
C -0.48 -2.65 3.67
C -1.50 -1.90 4.47
N -2.85 -2.23 4.06
C -3.33 -2.33 2.76
C -4.64 -2.64 2.87
N -4.98 -2.62 4.20
C -3.87 -2.40 4.89
C -6.33 -2.78 4.78
H -0.55 -3.73 3.79
H 0.55 -2.44 4.00
H -0.50 -2.51 2.58
H -1.31 -0.83 4.56
H -1.37 -2.21 5.51
H -2.73 -2.16 1.88
H -5.39 -2.81 2.12
H -3.77 -2.50 5.96
H -6.72 -1.77 4.91
H -6.23 -3.24 5.76
H -6.97 -3.36 4.13
C -1.09 6.14 -1.63
C -1.71 5.47 -0.41
N -2.18 6.58 0.49
C -1.55 7.06 1.62
C -2.37 7.96 2.20
N -3.47 8.09 1.38
C -3.31 7.27 0.36
C -4.52 9.11 1.55
H -1.52 7.09 -1.93
H -1.19 5.46 -2.48
H -0.03 6.31 -1.46
H -1.01 4.90 0.18
H -2.61 4.90 -0.62
H -0.60 6.67 1.94
H -2.24 8.53 3.11
H -4.04 7.06 -0.41
H -4.16 10.12 1.35
H -4.81 9.07 2.60
H -5.36 8.87 0.91
C -2.61 2.31 5.75
C -1.35 2.77 5.02
N -0.11 2.46 5.74
C 1.19 2.62 5.29
C 2.02 2.18 6.26
N 1.22 1.85 7.34
C -0.04 2.07 7.01
C 1.69 1.46 8.66
H -2.85 2.98 6.57
H -2.53 1.23 5.91
H -3.46 2.28 5.07
H -1.40 3.86 4.94
H -1.31 2.40 4.00
H 1.39 2.97 4.29
H 3.08 2.16 6.41
H -0.87 1.89 7.68
H 1.09 1.88 9.46
H 2.73 1.77 8.80
H 1.80 0.38 8.75
C -4.09 2.96 2.13
C -5.40 3.67 2.45
N -5.81 3.56 3.85
C -6.67 2.58 4.32
C -6.78 2.74 5.66
N -5.85 3.70 6.03
C -5.31 4.17 4.92
C -5.75 4.24 7.40
H -3.82 2.95 1.07
H -4.11 1.92 2.46
H -3.25 3.44 2.64
H -6.24 3.34 1.85
H -5.29 4.74 2.23
H -7.20 1.91 3.67
H -7.44 2.32 6.40
H -4.71 5.07 4.85
H -4.74 4.10 7.77
H -6.45 3.69 8.03
H -5.98 5.30 7.39
P -1.91 -3.77 -0.58
F -1.53 -4.28 0.92
F -2.12 -5.30 -1.00
F -3.46 -3.70 -0.13
F -2.32 -3.33 -2.08
F -1.69 -2.22 -0.04
F -0.34 -3.83 -0.97
*
```


# CH4ClN3

An isolated molecule of CH4ClN3 at a distorted geometry (the ωB97M-V functional and the def2-TZVPD basis, the OMol25 dataset).

Its relative energy (zero: lowest compared OMol25 entry of this formula, charge and spin) is 3.828 eV. The frontier orbital gap (alpha / beta) comes out at 9.39 / 6.76 eV. For the HOMO energy (alpha / beta), the calculation gives -0.3376 / -0.2863 Ha.

```
! RIJCOSX wB97M-V def2-TZVPD def2/J DEFGRID3
* xyz 0 1
C 0.05 -0.34 -0.89
N -0.67 -0.03 0.39
N -0.62 -0.72 1.47
N 0.71 0.96 -0.97
Cl 2.13 0.88 -0.01
H 0.63 -1.28 -0.91
H -0.69 -0.30 -1.75
H -0.71 1.06 0.36
H -0.83 -0.25 2.30
*
```